ORCA calculation (ωB97M-V/def2-TZVPD) on a molecular structure, C55H52BBrCl5F5NO10P3Pb.

```
134
Properties=species:S:1:pos:R:3:forces:R:3
Pb 0.584 -0.485 -1.056 0.408 0.374 0.187
C -3.983 2.426 2.403 0.010 -0.043 -0.006
C -2.711 3.242 2.520 0.043 -0.002 0.002
C -2.954 4.720 2.276 0.012 0.011 -0.001
O -1.829 2.728 1.513 -0.015 0.047 -0.184
P -0.250 2.674 1.496 0.014 -0.148 -0.103
O 0.336 2.329 0.208 -0.194 -0.012 -0.061
C 0.232 1.487 2.770 -0.121 -0.005 0.111
P -0.700 -0.047 2.703 0.087 -0.096 -0.127
O -1.223 -0.438 1.391 -0.091 0.044 -0.182
O 0.250 -1.096 3.410 0.041 -0.056 0.169
C 0.389 -2.467 2.912 -0.037 -0.116 -0.053
C -0.938 -3.194 2.976 0.003 -0.009 0.106
C 1.451 -3.101 3.778 0.041 0.048 0.058
O -1.902 0.170 3.744 -0.042 0.141 0.042
C -1.893 -0.117 5.149 -0.026 -0.124 0.005
C -0.790 0.604 5.902 -0.011 0.057 -0.016
C -3.268 0.276 5.653 -0.032 0.006 -0.016
O 0.121 4.103 2.093 0.120 0.106 0.099
C 1.459 4.671 2.188 0.022 -0.006 -0.080
C 2.440 4.133 1.163 -0.036 -0.021 -0.070
C 1.949 4.498 3.614 -0.021 -0.042 0.041
H -4.711 2.744 3.154 -0.004 0.006 -0.013
H -3.768 1.367 2.534 0.010 0.005 0.034
H -4.408 2.568 1.407 -0.020 0.016 0.011
H -2.253 3.090 3.506 0.004 -0.006 -0.011
H -3.421 4.852 1.299 -0.008 -0.001 0.008
H -2.018 5.274 2.289 -0.001 -0.002 0.032
H -3.619 5.120 3.045 -0.011 -0.002 -0.015
H 0.140 1.923 3.765 0.057 -0.009 0.009
H 1.275 1.245 2.552 0.020 0.073 0.082
H 0.745 -2.403 1.881 -0.080 0.054 -0.014
H -1.280 -3.275 4.013 -0.002 0.006 0.011
H -0.819 -4.197 2.567 -0.002 0.043 0.069
H -1.698 -2.687 2.380 0.020 -0.019 -0.034
H 1.122 -3.133 4.821 -0.013 -0.024 -0.004
H 2.381 -2.535 3.720 -0.033 -0.038 -0.011
H 1.642 -4.120 3.437 0.005 0.006 -0.018
H -1.759 -1.197 5.264 0.047 0.003 -0.014
H -0.891 1.686 5.787 -0.009 0.001 0.014
H 0.198 0.298 5.560 -0.005 -0.011 -0.009
H -0.873 0.367 6.965 0.013 -0.001 -0.001
H -3.423 1.348 5.514 0.008 0.000 0.013
H -3.365 0.041 6.714 -0.003 -0.002 -0.003
H -4.043 -0.254 5.100 0.009 -0.010 -0.002
H 1.295 5.732 1.989 -0.031 0.004 0.048
H 2.592 3.056 1.253 0.036 0.008 0.054
H 3.400 4.634 1.311 -0.012 0.027 -0.009
H 2.098 4.314 0.146 -0.009 0.012 0.022
H 2.204 3.454 3.812 0.006 0.003 -0.012
H 1.184 4.813 4.326 0.005 0.010 -0.002
H 2.844 5.102 3.774 0.011 -0.018 -0.005
Cl 1.407 1.057 -5.226 -0.049 -0.025 0.028
C -0.209 1.603 -4.731 0.132 -0.050 -0.048
C -0.644 1.314 -3.455 -0.094 0.187 -0.148
C -1.858 1.888 -3.142 -0.101 0.024 0.071
Cl -2.512 1.686 -1.504 0.069 0.024 -0.002
C -2.638 2.636 -4.022 -0.112 0.009 -0.008
Cl -4.180 3.313 -3.556 0.071 -0.031 -0.020
C -2.180 2.832 -5.321 0.024 -0.006 -0.003
Cl -3.136 3.712 -6.473 0.023 -0.007 0.026
C -0.935 2.318 -5.679 -0.051 -0.009 -0.099
Cl -0.354 2.570 -7.304 -0.010 -0.005 0.056
O 1.287 -3.897 -1.254 0.105 0.081 0.067
C 0.354 -3.150 -0.988 -0.285 -0.098 -0.104
C -0.961 -3.895 -0.655 0.203 0.319 0.250
C -0.860 -5.058 0.105 -0.018 -0.170 -0.106
C -1.989 -5.715 0.567 0.005 0.013 -0.090
C -3.245 -5.209 0.254 0.020 -0.037 -0.003
C -3.356 -4.057 -0.512 -0.026 -0.034 -0.116
C -2.224 -3.381 -0.969 -0.052 0.107 0.040
P -2.314 -1.785 -1.900 -0.059 -0.333 0.245
C -4.095 -1.407 -1.703 0.027 0.067 0.011
C -4.448 -0.862 -0.465 0.032 0.018 0.016
C -5.751 -0.476 -0.207 -0.038 -0.026 -0.022
C -6.725 -0.610 -1.192 0.012 -0.002 0.024
C -6.385 -1.149 -2.422 0.020 -0.017 0.000
C -5.076 -1.549 -2.675 -0.051 -0.062 -0.033
C -2.149 -2.310 -3.643 0.003 0.006 0.004
C -1.624 -3.544 -4.018 -0.034 -0.027 -0.005
C -1.357 -3.821 -5.353 0.003 0.021 0.006
C -1.597 -2.863 -6.327 -0.003 -0.002 -0.007
C -2.116 -1.627 -5.964 -0.017 -0.006 -0.014
C -2.386 -1.351 -4.633 0.021 0.017 0.004
H 0.136 -5.430 0.318 0.000 0.005 0.005
H -1.894 -6.614 1.167 -0.007 0.000 0.005
H -4.141 -5.714 0.595 0.004 0.015 0.030
H -4.343 -3.682 -0.756 0.004 0.001 -0.002
H -3.679 -0.734 0.293 0.015 0.045 -0.025
H -6.006 -0.051 0.757 0.002 0.010 -0.002
H -7.741 -0.286 -1.001 -0.002 -0.007 0.001
H -7.138 -1.261 -3.194 0.001 0.015 -0.003
H -4.825 -1.979 -3.637 0.017 0.038 -0.003
H -1.401 -4.288 -3.264 -0.015 -0.012 -0.004
H -0.939 -4.781 -5.627 0.031 0.009 0.005
H -1.349 -3.066 -7.362 -0.020 -0.005 -0.003
H -2.283 -0.861 -6.712 0.011 0.004 0.003
H -2.757 -0.370 -4.357 0.024 -0.002 0.001
Br 2.176 -3.146 -6.593 0.011 0.029 0.029
C 2.717 -2.659 -4.838 -0.016 -0.022 -0.043
C 3.976 -3.007 -4.388 0.026 -0.013 0.003
C 4.328 -2.638 -3.102 -0.023 -0.013 -0.020
C 3.412 -1.939 -2.335 0.055 0.075 -0.032
N 2.215 -1.588 -2.793 0.013 -0.217 0.078
C 1.857 -1.950 -4.019 -0.076 0.022 0.021
H 4.656 -3.555 -5.027 0.004 0.011 -0.004
H 5.301 -2.879 -2.697 -0.004 -0.017 0.005
H 3.649 -1.635 -1.327 0.008 0.040 -0.022
H 0.867 -1.663 -4.354 -0.003 0.010 0.001
O 3.132 -1.610 1.421 -0.010 0.151 -0.134
B 2.375 -0.486 0.929 0.119 -0.317 -0.158
O 3.030 0.670 1.468 -0.059 -0.025 -0.061
C 4.125 0.257 2.159 -0.030 0.106 -0.034
C 5.084 1.016 2.790 0.032 -0.012 0.061
C 6.128 0.328 3.415 -0.036 -0.019 -0.001
C 6.182 -1.061 3.403 -0.028 0.014 -0.011
C 5.198 -1.819 2.761 0.034 0.014 0.044
C 4.183 -1.128 2.137 0.005 -0.096 -0.056
H 5.036 2.097 2.781 0.006 0.000 -0.021
H 6.913 0.889 3.907 -0.001 -0.004 0.006
H 7.008 -1.566 3.888 -0.007 0.002 0.015
H 5.231 -2.900 2.740 0.018 0.001 -0.025
F 6.108 5.446 -2.800 0.019 0.041 -0.009
C 5.410 4.304 -2.571 -0.007 -0.027 0.022
C 4.032 4.323 -2.427 -0.003 -0.062 0.019
F 3.387 5.507 -2.515 -0.026 0.049 -0.004
C 3.318 3.168 -2.189 0.067 0.050 -0.037
F 1.986 3.267 -2.060 -0.048 -0.003 -0.026
C 3.926 1.884 -2.062 0.012 -0.138 0.115
O 3.301 0.815 -1.820 -0.116 0.005 0.101
C 5.342 1.928 -2.227 0.025 0.080 0.006
F 6.037 0.770 -2.131 0.012 -0.051 0.010
C 6.053 3.084 -2.467 -0.046 -0.009 0.001
F 7.399 3.037 -2.597 0.055 0.000 -0.014
```
Forces are in eV/Å.

Max |F|   0.6 eV Å⁻¹
Total charge   -2
HOMO energy   -1.55 eV
Spin multiplicity   1

ORCA calculation (ωB97M-V/def2-TZVPD) on 9 unconnected molecules or ions with the total composition C9H36N4O9.

```
58
Properties=species:S:1:pos:R:3:forces:R:3
N 0.381 1.448 -0.575 0.864 2.516 0.186
C 0.121 0.233 -0.187 -0.962 -1.487 0.188
N 0.751 -0.313 0.861 -0.251 -1.766 0.518
O -0.732 -0.461 -0.780 -0.444 -0.635 -0.388
H 1.002 2.035 -0.037 0.074 -0.160 -0.016
H 0.129 1.718 -1.518 -0.028 -0.198 -0.100
H 1.263 0.173 1.574 0.081 0.136 0.074
H 0.404 -1.276 1.039 0.583 1.297 0.262
N -1.128 -1.936 -3.206 -1.044 -0.608 -0.792
C -2.368 -1.513 -3.584 1.828 1.895 1.845
N -2.711 -0.309 -2.986 -0.127 0.809 0.812
O -3.018 -2.030 -4.413 -2.096 -1.669 -2.585
H -0.826 -2.680 -3.813 0.586 -0.068 0.640
H -0.692 -1.508 -2.418 0.764 -0.041 0.373
H -2.303 -0.159 -2.066 -0.123 -0.040 0.060
H -3.645 0.054 -3.109 0.037 -0.465 -0.080
C 0.087 -4.323 3.262 -0.096 -0.132 -0.097
O -0.537 -3.107 2.905 1.050 0.801 0.959
H -0.034 -5.025 2.420 0.265 -0.130 0.546
H 1.170 -4.143 3.456 -0.693 -0.141 -0.240
H -0.358 -4.731 4.197 0.207 0.055 -0.619
H -1.212 -3.155 2.213 -0.156 -0.330 -0.189
C 2.703 2.392 3.081 -0.067 0.038 -0.112
O 1.650 2.624 2.121 0.667 -0.566 0.195
H 3.504 3.127 3.044 0.119 0.218 -0.650
H 2.421 2.455 4.153 -0.491 -0.632 -0.689
H 3.093 1.415 2.760 -0.004 0.303 0.723
H 1.057 3.320 2.372 -0.216 0.580 0.427
C -1.953 4.333 -1.842 1.036 1.156 0.392
O -1.564 5.256 -0.783 -0.754 -0.712 0.369
H -1.381 3.422 -1.646 -0.355 -0.101 -0.694
H -3.023 4.182 -1.833 -0.323 -0.276 -0.004
H -1.685 4.836 -2.798 -0.003 -0.632 0.669
H -1.886 4.839 0.045 0.376 0.565 -0.725
C 3.241 0.150 -2.103 1.070 -2.192 1.407
O 3.009 -0.679 -3.247 -0.384 0.905 -0.252
H 2.923 -0.395 -1.142 0.312 0.909 -1.269
H 4.342 0.284 -2.042 -0.596 0.296 0.179
H 2.742 1.098 -2.146 -0.379 0.334 -0.388
H 2.863 -1.582 -2.986 -0.024 -0.284 0.310
C 1.945 -0.512 4.902 -1.070 0.018 1.049
O 1.880 -0.929 3.554 0.907 0.745 0.205
H 2.899 -0.109 5.204 0.525 0.173 -0.607
H 1.181 0.250 5.171 0.272 -0.238 -0.422
H 1.778 -1.331 5.607 -0.072 -0.240 -0.178
H 1.175 -1.560 3.470 -0.760 -0.559 -0.099
C -3.199 -1.708 1.657 -1.020 0.663 0.889
O -2.332 -2.667 1.125 0.118 -0.096 -0.596
H -3.179 -0.754 1.147 0.065 0.050 -0.475
H -4.214 -2.075 1.713 -0.410 -0.237 -0.532
H -3.002 -1.470 2.691 0.752 -0.116 0.501
H -1.943 -2.269 0.341 0.310 -0.033 -0.281
C 0.115 0.747 -4.400 -0.669 1.478 -0.503
O -0.316 1.348 -3.170 -0.979 -0.423 -0.477
H 0.493 -0.244 -4.254 -0.096 -0.569 -0.064
H -0.747 0.849 -5.100 0.710 -0.676 0.189
H 0.910 1.357 -4.810 0.263 0.157 -0.005
H -1.242 1.005 -3.092 0.852 0.354 0.163
```
Forces are in eV/Å.

Max |F|   3.7 eV Å⁻¹
Relative energy (zero: lowest compared OMol25 entry of this formula, charge and spin)   2.99 kcal per mole
SMILES   NC(N)=O.NC(N)=O.CO.CO.CO.CO.CO.CO.CO
HOMO energy   -9.62 eV
Spin multiplicity   1